--- a ---
78
Properties=species:S:1:pos:R:3 method="wB97M-V/def2-TZVPD" total_charge=+3
Bi 0.1010 -0.0801 0.7250
I -0.3413 -3.4528 1.4601
I 1.7500 1.8328 1.8409
As 1.0410 2.5577 -5.7645
P -0.0344 0.2423 -2.8290
O -1.4867 0.2263 2.1608
N -2.6042 2.1626 2.5598
N -1.1974 1.2224 4.1710
C -3.5075 -1.4783 -1.3956
C -1.7575 1.2056 2.9637
C 1.6650 4.3672 -2.1949
C 0.9311 -1.2480 -2.4212
C 0.6241 -2.5395 -2.8617
C 0.9158 -1.8304 1.8582
C -1.3666 3.6868 -6.7337
C 2.9046 -2.1289 -1.3098
C -2.3688 3.7789 -7.6728
C 2.0792 -1.0576 -1.6428
C 1.5812 3.4035 -3.1666
C -0.5497 0.0255 4.7110
C -2.2693 3.0776 -8.8798
C -2.1650 -1.2587 -1.6897
C -3.5891 2.7894 3.4511
C 1.2496 0.6840 -5.3475
C 1.3654 5.6997 -2.5078
C -2.7706 0.6429 -3.0219
C -0.1793 2.1078 -8.2200
C 1.1079 3.7822 -4.4530
C 0.8377 5.1434 -4.7789
C -0.2820 2.8180 -7.0011
C -4.4817 -0.6481 -1.9265
C 0.9467 6.0866 -3.7909
C -1.1042 2.4161 5.0151
C 1.4461 -3.6060 -2.5335
C -0.0284 0.1304 -4.6949
C -1.7793 -0.1974 -2.5105
C 2.5895 -3.3992 -1.7629
C -1.1866 2.2371 -9.1476
C -4.1105 0.4108 -2.7471
C -2.8876 2.3214 1.1391
H -1.1280 1.7050 -10.0875
H -4.5846 2.5727 3.0636
H 2.1552 0.5579 -4.7534
H -3.7490 1.7230 0.8342
H -2.5016 1.5014 -3.6322
H -2.0315 2.0378 0.5320
H -0.2760 -2.7231 -3.4391
H -1.4439 4.2257 -5.8011
H 2.0049 4.1038 -1.2015
H 0.7430 7.1265 -4.0066
H -3.7879 -2.3106 -0.7631
H -3.2306 4.4031 -7.4789
H 0.9403 -1.6268 2.9231
H -3.4564 3.8695 3.4939
H 1.1991 -4.6024 -2.8748
H -0.8889 -0.8587 4.1821
H -3.1021 3.3723 0.9526
H 0.5351 0.1223 4.6348
H -0.0359 -0.9249 -4.9814
H -1.2575 3.3105 4.4194
H -3.5227 2.3745 4.4493
H -4.8688 1.0585 -3.1681
H 3.2392 -4.2323 -1.5288
H -3.0434 3.1990 -9.6272
H 1.8623 2.3805 -2.9500
H 1.9034 -2.0412 1.4588
H -0.9456 0.5637 -5.0957
H -5.5259 -0.8222 -1.7033
H 1.4345 0.2259 -6.3217
H -1.8176 2.3853 5.8374
H 3.7971 -1.9651 -0.7184
H 0.6777 1.4826 -8.4387
H 1.5026 6.4618 -1.7501
H -1.4288 -1.9573 -1.3096
H -0.8185 -0.0686 5.7615
H -0.0994 2.4460 5.4333
H 2.3632 -0.0526 -1.3326
H 0.5647 5.4361 -5.7841

--- b ---
78
Properties=species:S:1:pos:R:3 method="wB97M-V/def2-TZVPD" total_charge=+3
Bi -0.4217 0.5767 -0.1509
I -1.0788 -0.2788 2.3296
I -1.1096 3.5719 0.7569
As 5.9410 -1.2595 1.7288
P 2.3881 -0.0943 0.5399
O -2.3340 -0.1870 -0.9681
N -4.5037 -0.1439 -0.3016
N -3.2262 -2.0876 -0.0867
C 7.5324 -3.0446 0.1645
C -5.8311 -0.7635 -0.2972
C -2.1423 -2.9151 -0.6085
C 8.7899 1.7571 2.3237
C 2.4243 2.3288 -0.7372
C 8.0129 -4.2731 -0.2602
C 2.5923 -0.7147 2.2317
C 6.5414 -3.0117 1.1456
C 3.8395 -0.8052 -0.3992
C 2.7341 -2.1066 2.3692
C 7.5257 -5.4493 0.2940
C 2.7213 -2.6928 3.6278
C 9.7714 -0.3363 3.0312
C 3.7472 3.7447 1.2444
C 2.7324 3.6660 -0.9344
C 2.6083 -1.8983 4.7604
C 3.4438 2.4061 1.4472
C 7.6160 1.1065 1.9961
C -4.0920 -2.7803 0.8645
C 5.2289 -0.3999 0.0995
C -4.5618 1.3106 -0.4237
C 6.0533 -4.1840 1.7061
C -3.3573 -0.8078 -0.4395
C 8.5996 -0.9968 2.7127
C 3.3841 4.3783 0.0628
C -0.7768 3.5329 2.7807
C 9.8586 1.0416 2.8581
C 2.7642 1.6887 0.4618
C 2.4572 -0.5244 4.6313
C 7.5327 -0.2792 2.1592
C 2.4177 0.0634 3.3752
C 6.5453 -5.4078 1.2750
H 2.3397 0.0873 5.5162
H 6.1681 -6.3225 1.7114
H 5.3074 -4.1449 2.4885
H -5.2134 1.6959 0.3601
H 8.8741 2.8242 2.1688
H 10.7556 1.5641 3.1626
H 2.7868 -2.7398 1.4897
H 2.6168 -2.3530 5.7421
H 3.7186 -0.4063 -1.4086
H 0.0755 4.0998 3.1258
H -3.4524 -3.3584 1.5323
H 10.6110 -0.8913 3.4264
H 5.2951 0.6802 0.2239
H -6.3110 -0.6555 0.6761
H -1.5062 -3.2615 0.2081
H -3.5785 1.7489 -0.3218
H -1.6286 3.3475 3.4181
H -5.7854 -1.8104 -0.5748
H 1.9772 1.7666 -1.5540
H 4.2792 4.2956 2.0095
H -4.6500 -2.0757 1.4733
H 7.9332 -2.1308 -0.2577
H 8.7756 -4.3027 -1.0270
H 3.7308 -1.8885 -0.4716
H 2.7758 -3.7687 3.7284
H 5.9546 -0.6908 -0.6640
H 3.7403 1.9222 2.3689
H 3.6306 5.4201 -0.0926
H 2.4749 4.1492 -1.8679
H -1.5512 -2.3655 -1.3326
H -6.4478 -0.2463 -1.0315
H -4.9713 1.5986 -1.3931
H -2.5657 -3.7847 -1.1127
H -4.7756 -3.4681 0.3672
H 7.9202 -6.4017 -0.0332
H 6.7841 1.6689 1.5884
H 8.5237 -2.0666 2.8642
H 2.2364 1.1276 3.2978

Which structure wins on stability? b wins.

--- a ---
C5H12S as an isolated structure, computed with ωB97M-V/def2-TZVPD.

Structure (XYZ):
```
18
C5H12S, DFT ωB97M-V/def2-TZVPD
S 0.1417 1.4054 -0.2484
C -2.7724 -0.5269 -0.6231
C -1.8500 0.4486 0.3305
C 2.2094 -0.1862 0.5962
C 2.2428 -0.7259 -0.8444
C 1.1749 0.7974 0.8818
H 3.2234 -1.2415 -0.7388
H 2.1945 -1.0976 1.1683
H -2.6165 -0.3496 -1.6708
H 0.9596 0.9504 1.8882
H 1.5404 -1.4837 -1.1882
H 2.2996 0.1092 -1.6072
H -2.4038 1.1251 0.8609
H -0.2424 2.6015 0.4384
H -3.7580 -0.5033 -0.4026
H -2.2589 -1.4534 -0.3842
H 3.2412 0.2153 0.8100
H -1.2126 -0.1823 1.0416
```

--- b ---
18
Properties=species:S:1:pos:R:3 method="wB97M-V/def2-TZVPD" smiles=CCC(C)(C)S
S 1.2584 -1.1922 -0.0653
C 0.1060 0.9504 1.4620
C -2.3606 -0.6183 -0.0804
C -1.1739 0.2696 -0.5665
C 0.1885 0.3183 0.0582
C 0.9408 1.3857 -0.8370
H -3.2152 -0.6403 -0.7809
H 1.1210 1.1697 1.8321
H 2.0834 1.4053 -0.8261
H 0.6932 1.1685 -1.9464
H -1.5423 1.3418 -0.4420
H 0.6315 2.3945 -0.5899
H -0.4860 0.1452 2.0613
H -0.9974 0.1461 -1.6390
H -0.5091 1.8606 1.3264
H -2.1130 -1.7041 -0.0182
H -2.6626 -0.2154 0.9336
H 0.6569 -1.8307 0.9159

Which structure wins on stability? b wins.

--- a ---
C5H10N2S as an isolated structure, computed with ωB97M-V/def2-TZVPD.

Structure (XYZ):
```
18
C5H10N2S, DFT ωB97M-V/def2-TZVPD
S -2.3369 0.1080 0.2101
N 0.1386 -0.8489 -0.1465
N 0.0550 -2.2456 -0.5641
C 1.2586 -0.0624 -0.1807
C 0.5306 1.1114 0.2521
C 0.7074 2.4668 -0.4167
C 2.3670 -0.6919 0.4978
C -0.7113 0.1730 0.0832
H 3.3564 -0.2830 0.3273
H 2.1502 -0.6257 1.6809
H -0.0646 3.0558 0.0086
H 2.3167 -1.8254 0.0902
H 0.6775 1.0319 1.3654
H 1.5680 0.0899 -1.2917
H 0.0047 -2.7175 0.4866
H -1.0428 -2.3609 -0.8383
H 1.7133 2.9250 -0.1172
H 0.4415 2.6616 -1.5126
```

--- b ---
18
Properties=species:S:1:pos:R:3 method="wB97M-V/def2-TZVPD" smiles=N[C@@H]1C[C@]1(N)[C@@H]1CS1
S -1.8731 -0.8142 0.0100
N 1.4187 -1.7928 -0.5382
N 1.2364 1.9130 -0.4005
C 0.7154 0.5958 0.0309
C 1.7804 -0.4857 -0.1023
C -1.9683 0.9551 0.1761
C 1.2240 -0.1232 1.2744
C -0.6905 0.4100 -0.4068
H 0.6419 -2.0422 0.0390
H -1.7045 1.3978 1.1583
H -2.8561 1.2529 -0.5171
H 2.1297 0.8010 1.5569
H 2.6150 0.1982 -0.1840
H 0.3447 -0.4262 1.8725
H 0.9345 2.6402 0.2024
H -0.6895 0.7205 -1.5284
H 2.3748 -2.4769 -0.5775
H 1.2275 2.0091 -1.4446

--- c ---
18
Properties=species:S:1:pos:R:3 method="wB97M-V/def2-TZVPD" smiles="CC(C)(C=S)/N=C/N"
S 2.0873 1.8298 -0.4079
N -0.7363 -0.6140 0.8305
N -2.9303 -1.1436 1.5148
C -0.3954 0.2164 -1.6085
C -1.9037 -1.0810 0.4936
C 0.1624 -0.2292 -0.2912
C 0.9232 -1.4760 -0.3147
C 0.9581 0.9473 0.3945
H -1.1378 1.0143 -1.7236
H -0.8665 -0.5953 -2.0688
H 0.6067 1.1512 1.4501
H 0.3833 0.7213 -2.2280
H -2.6866 -0.7832 2.3332
H -2.5249 -1.3279 -0.5433
H 0.2640 -2.4484 -0.0990
H -3.2857 -2.1704 1.5535
H 1.5115 -1.3704 0.6680
H 1.5379 -1.4291 -1.2748

Which structure wins on stability? c wins.

--- a ---
12
Properties=species:S:1:pos:R:3 method="wB97M-V/def2-TZVPD" total_charge=+1
O 1.0713 1.1406 1.3387
N -0.5855 -0.0132 0.3487
N 2.0209 1.3487 0.4976
N -1.2313 -0.5281 -1.9658
C 0.3727 -0.1324 1.4422
C -0.4850 -0.5409 -0.8745
H -0.6380 -0.7087 -2.8081
H 1.0889 -0.8809 1.3048
H 2.2500 0.5079 -0.2292
H -1.4611 0.4740 0.6102
H -0.1489 -0.4558 2.3908
H -2.2540 -0.2111 -2.0555

--- b ---
12
Properties=species:S:1:pos:R:3 method="wB97M-V/def2-TZVPD" total_charge=+1 smiles="[NH2+]=C1NCON1"
O -1.5837 0.7059 -0.1686
N 1.9168 0.2838 0.0551
N -0.3348 1.2851 0.2753
N 0.0000 -0.8598 -0.0605
C 0.6178 0.2762 0.0008
C -1.4412 -0.7505 0.0200
H -2.0469 -1.1653 -0.7550
H 2.3214 1.1401 -0.2114
H -0.5613 2.2331 -0.0190
H -1.8587 -0.7902 1.0003
H 0.5182 -1.7917 -0.2611
H 2.4524 -0.5668 0.1242

Which structure wins on stability? b wins.

--- a ---
6
Properties=species:S:1:pos:R:3 method="wB97M-V/def2-TZVPD" smiles=C#CC#C
C 1.9068 -0.0882 -0.0679
C -1.9131 0.0044 -0.0571
C -0.7089 -0.1096 0.0062
C 0.6889 -0.1847 0.0169
H 2.9669 0.4194 0.0644
H -2.9405 -0.0413 0.0375

--- b ---
6
Properties=species:S:1:pos:R:3 method="wB97M-V/def2-TZVPD" smiles=C#CC#C
C 1.0875 1.3767 0.7167
C 0.3705 0.5341 0.2232
C -0.4064 -0.4735 -0.3070
C -1.0761 -1.3879 -0.7183
H 1.6775 2.1772 1.1454
H -1.6530 -2.2265 -1.0600

--- c ---
C4H2 as an isolated structure, computed with ωB97M-V/def2-TZVPD.

Structure (XYZ):
```
6
C4H2, DFT ωB97M-V/def2-TZVPD
C 0.8093 0.0552 0.0150
C -0.4042 0.0854 0.7105
C 0.4339 -0.1673 1.7612
C 1.4000 0.7340 1.1117
H 0.8862 -0.4657 -0.8774
H -1.4652 0.1642 0.4227
```

Which structure wins on stability? b wins.

--- a ---
13
Properties=species:S:1:pos:R:3 method="wB97M-V/def2-TZVPD" total_charge=-1
O -0.7249 1.7773 -0.6413
N 0.8727 -1.2492 1.4762
C 0.0483 -2.0403 0.4411
C 1.2307 -0.0051 1.2765
C -1.1055 1.3805 -1.9244
H -1.0967 0.2720 -2.2854
H 0.8528 0.6043 0.4338
H 0.7341 -2.1545 -0.5033
H 1.8775 0.4933 2.0365
H -2.1609 1.7035 -2.1134
H -0.3766 -2.8752 0.9783
H -0.7871 -1.4532 0.2076
H -0.3943 1.9250 -2.7160

--- b ---
13
Properties=species:S:1:pos:R:3 method="wB97M-V/def2-TZVPD" total_charge=-1
O -1.6794 -0.5343 0.4082
N 2.1482 0.0617 -0.8775
C 0.1642 1.0329 0.5787
C -0.4663 -0.3076 0.7185
C 0.5563 -0.0275 -0.4912
H -0.2442 1.9156 0.0747
H -3.8549 -0.7544 -1.3863
H 0.0585 -0.2212 -1.4302
H -3.5140 -1.3396 -1.0716
H 1.6103 -0.7555 -0.2206
H 2.5646 0.5482 -0.0826
H -0.0536 -0.9314 1.5581
H 1.0308 1.2422 1.1711

Which structure wins on stability? a wins.